A cluster of 2 separate species, C9H14 in total in a non-equilibrium geometry, computed with ωB97M-V with the def2-TZVPD basis set.

Last column: Löwdin charge in e.
Positions of all 23 atoms, in Å:
C -0.7654 -0.2834 -2.6994  -0.058
C -0.5398 0.5771 -1.4970  -0.263
C 0.5928 1.3727 -1.3287  -0.058
C 0.6814 2.2052 -0.2002  -0.098
C -0.2935 2.2068 0.7685  -0.096
C -1.4488 1.3785 0.6302  -0.088
C -1.6494 0.6742 -0.5302  -0.038
H -1.7819 -0.4741 -2.7168  0.039
H -0.2799 -1.2268 -2.6718  0.070
H -0.5099 0.2574 -3.6384  0.099
H 1.4221 1.3568 -2.0504  0.114
H 1.4244 3.0536 -0.0259  0.125
H -0.2457 2.7415 1.6179  0.058
H -2.1986 1.5707 1.3401  0.084
H -2.5517 0.1582 -0.8088  0.099
C 1.6927 -2.3617 1.6603  -0.182
C 0.3430 -1.6402 1.7478  -0.192
H 1.7345 -2.9079 0.6972  0.061
H 2.5142 -1.6526 1.8465  0.049
H 2.0245 -3.0270 2.6078  0.101
H 0.1777 -1.0868 0.7384  0.075
H 0.1918 -0.7676 2.4274  0.063
H -0.5345 -2.1247 2.0855  0.035

Its structure (SMILES) is Cc1ccccc1.CC. For the molar mass, the calculation gives 122.2 g mol⁻¹. The calculation puts the HOMO-LUMO gap at 9.92 eV. As for the energy above the lowest of the compared OMol25 structures with the same formula, charge and spin: 1.582 eV. The value obtained for the lowest unoccupied orbital energy is 1.0 eV.

A cluster of 2 separate species, C9H14 in total in a non-equilibrium geometry, computed with ωB97M-V with the def2-TZVPD basis set.

Last column: Löwdin charge in e.
Positions of all 23 atoms, in Å:
C 0.0866 0.0609 -2.1715  -0.064
C 0.5781 0.7953 -0.9501  -0.287
C -0.2404 1.6638 -0.2292  -0.058
C 0.2681 2.3185 0.8805  -0.096
C 1.5634 2.1139 1.3336  -0.100
C 2.3708 1.2163 0.6495  -0.087
C 1.8627 0.5674 -0.4783  -0.062
H -0.9879 -0.1117 -2.2122  0.076
H 0.6098 -0.8771 -2.3419  0.072
H 0.3458 0.6981 -3.0194  0.082
H -1.3086 1.6808 -0.4021  0.109
H -0.3417 3.0176 1.4308  0.098
H 2.0364 2.7347 2.0796  0.098
H 3.3957 0.9875 0.9190  0.100
H 2.4554 -0.2594 -0.8612  0.109
C -1.2238 -2.5737 0.2131  -0.162
C -1.8884 -1.5661 1.1377  -0.173
H -0.5848 -3.2771 0.7497  0.067
H -1.9687 -3.1986 -0.2911  0.064
H -0.7276 -2.0696 -0.6067  0.032
H -2.5318 -2.0684 1.8784  0.063
H -1.1596 -0.9351 1.6605  0.062
H -2.6094 -0.9178 0.6313  0.058

Its structure (SMILES) is Cc1ccccc1.CC. For the molar mass, the calculation gives 122.2 g mol⁻¹. The calculation puts the HOMO-LUMO gap at 10.12 eV. As for the energy above the lowest of the compared OMol25 structures with the same formula, charge and spin: 0.316 eV. The value obtained for the lowest unoccupied orbital energy is 1.0 eV.

A cluster of 2 separate species, C9H14 in total in a non-equilibrium geometry, computed with ωB97M-V with the def2-TZVPD basis set.

Last column: Löwdin charge in e.
Positions of all 23 atoms, in Å:
C -2.2117 -0.8940 -1.8203  -0.061
C -1.0362 -0.0311 -1.4982  -0.290
C -1.1596 1.3326 -1.2684  -0.058
C -0.0757 2.0010 -0.7348  -0.107
C 1.1170 1.4052 -0.3777  -0.108
C 1.3269 0.0818 -0.7800  -0.088
C 0.2163 -0.6243 -1.2570  -0.055
H -2.6871 -0.4496 -2.7131  0.084
H -3.0214 -0.8927 -1.0860  0.083
H -1.8950 -1.8986 -2.1062  0.074
H -2.0923 1.8355 -1.4852  0.112
H -0.1371 3.1005 -0.7252  0.110
H 1.9297 1.9918 0.0329  0.102
H 2.2869 -0.4254 -0.8232  0.105
H 0.3305 -1.6701 -1.5179  0.102
C 1.4747 -0.7294 2.9026  -0.182
C 0.3380 -1.5633 3.4191  -0.182
H 2.2125 -1.3258 2.3252  0.064
H 1.2227 -0.0201 2.1132  0.043
H 2.1381 -0.4785 3.7377  0.067
H 0.6343 -2.5626 3.7317  0.061
H -0.1460 -1.1048 4.2973  0.064
H -0.4864 -1.6188 2.7019  0.061

Its structure (SMILES) is Cc1ccccc1.CC. For the molar mass, the calculation gives 122.2 g mol⁻¹. The calculation puts the HOMO-LUMO gap at 10.03 eV. As for the energy above the lowest of the compared OMol25 structures with the same formula, charge and spin: 0.740 eV. The value obtained for the lowest unoccupied orbital energy is 1.0 eV.

A cluster of 2 separate species, C9H14 in total in a non-equilibrium geometry, computed with ωB97M-V with the def2-TZVPD basis set.

Last column: Löwdin charge in e.
Positions of all 23 atoms, in Å:
C -0.0451 -2.9796 0.2932  -0.078
C -0.6456 -1.6001 0.1419  -0.286
C -0.5598 -0.9427 -1.1003  -0.032
C -1.0718 0.3569 -1.0836  -0.113
C -1.7634 0.8736 0.0195  -0.119
C -2.0397 0.0753 1.1110  -0.077
C -1.5213 -1.2376 1.1575  -0.046
H -0.6775 -3.8837 0.3831  0.087
H 0.5799 -3.0039 1.1868  0.071
H 0.7673 -3.1792 -0.4203  0.072
H -0.0156 -1.3609 -1.9463  0.114
H -1.1432 0.9706 -1.9806  0.107
H -2.2101 1.8454 -0.0176  0.097
H -2.8038 0.3059 1.8326  0.097
H -1.7151 -1.9066 1.9689  0.105
C 2.3313 1.4907 0.1404  -0.166
C 1.3442 2.4194 -0.5404  -0.169
H 2.1787 0.4223 0.0426  0.049
H 3.3118 1.7343 -0.2654  0.060
H 2.3845 1.6375 1.2309  0.067
H 1.6061 3.4483 -0.3494  0.060
H 1.3983 2.1562 -1.5939  0.066
H 0.3098 2.3578 -0.2107  0.033

Its structure (SMILES) is Cc1ccccc1.CC. For the molar mass, the calculation gives 122.2 g mol⁻¹. The calculation puts the HOMO-LUMO gap at 9.97 eV. As for the energy above the lowest of the compared OMol25 structures with the same formula, charge and spin: 0.834 eV. The value obtained for the lowest unoccupied orbital energy is 1.0 eV.

Question: Which value of HOMO-LUMO gap does entry 2 give?
Answer: 10.12 eV